(1)
This record from the OMol25 dataset describes an isolated ion of composition C3H6NO2 and charge -1. The level of theory is wB97M-V/def2-TZVPD.

## Properties
- largest force on an atom (eV/A) = 1.01
- total energy (eV) = -8792.3501
- relative energy (zero: lowest compared OMol25 entry of this formula, charge and spin) (kJ/mol) = 276.6
- highest occupied orbital energy (eV) = -2.8
- net charge = -1
- SMILES = O=CCNC[O-]
- LUMO level (eV) = 4.23

XYZ file:
```
12
Properties=species:S:1:pos:R:3:forces:R:3
O 2.672 -0.366 -0.273 0.1 0.3 0.2
C 1.545 -0.523 0.142 -0.9 -0.2 -0.1
C 0.590 0.473 0.767 -0.7 0.6 0.4
N -0.446 0.967 -0.159 0.0 -0.3 0.9
C -1.408 -0.217 -0.530 0.3 -0.6 -0.3
O -1.451 -1.193 0.370 0.1 0.6 -0.1
H 1.004 -1.487 0.027 0.3 -0.1 -0.2
H 1.042 1.251 1.392 0.4 0.3 -0.6
H -0.056 -0.046 1.476 0.3 -0.7 0.0
H -0.071 1.482 -0.944 0.1 -0.4 -0.3
H -1.016 -0.568 -1.521 0.0 0.0 -0.2
H -2.404 0.226 -0.748 0.1 0.4 0.1
```
Forces are in eV/Å.

(2)
This record from the OMol25 dataset describes a 2-piece molecular cluster, C4H10N overall. The level of theory is wB97M-V/def2-TZVPD.

## Properties
- largest force on an atom (eV/A) = 6.15
- total energy (eV) = -5795.8713
- relative energy (zero: lowest compared OMol25 entry of this formula, charge and spin) (kJ/mol) = 212.4
- highest occupied orbital energy (alpha / beta) (eV) = -5.5 / -10.1
- 2S+1 = 2
- net charge = 0
- ⟨S²⟩ = 0.75
- LUMO level (alpha / beta) (eV) = 1.26 / 1.11

XYZ file:
```
15
Properties=species:S:1:pos:R:3:forces:R:3
C -2.770 3.315 -4.262 -0.9 0.4 0.7
C -1.445 3.129 -4.441 -1.0 -0.1 2.4
H -3.476 3.427 -5.142 1.1 0.0 1.1
H -3.332 3.425 -3.215 1.7 -0.5 -2.4
H -0.959 3.119 -5.379 0.1 -0.1 -1.0
H -0.757 2.936 -3.574 -0.9 0.4 -0.8
C 2.237 -2.127 2.013 0.3 -1.7 4.2
C 0.281 -2.143 3.578 -4.5 -0.8 0.4
N 1.551 -1.977 3.452 5.9 0.5 1.7
H 2.256 -3.233 1.863 0.0 0.9 -0.5
H 1.653 -1.596 1.307 -0.6 0.5 -0.5
H 3.260 -1.754 2.114 -0.3 0.0 -0.2
H -0.294 -1.776 2.769 -1.0 0.1 -0.6
H -0.206 -2.627 4.436 0.4 0.3 -0.5
H 2.000 -2.119 4.481 -0.2 0.2 -4.1
```
Forces are in eV/Å.

(3)
This record from the OMol25 dataset describes a 2-piece molecular cluster, C5H9F3NS overall. The level of theory is wB97M-V/def2-TZVPD.

## Properties
- largest force on an atom (eV/A) = 2.96
- total energy (eV) = -25797.9092
- relative energy (zero: lowest compared OMol25 entry of this formula, charge and spin) (kJ/mol) = 270.8
- highest occupied orbital energy (alpha / beta) (eV) = -13.5 / -13.5
- net charge = +1
- LUMO level (alpha / beta) (eV) = -5.42 / -5.27

XYZ file:
```
19
Properties=species:S:1:pos:R:3:forces:R:3
C 0.138 0.164 0.221 -1.7 -2.4 -0.2
C 1.222 1.968 -1.007 -1.6 -2.2 0.8
C 0.599 -0.159 -2.130 -2.0 0.9 0.7
C -0.865 0.020 2.805 0.8 2.0 -0.4
C -1.069 -2.056 0.111 1.9 1.3 1.0
N 0.448 0.668 -0.918 1.6 0.7 1.1
F -0.344 -2.850 0.906 -0.9 1.0 -0.9
F -2.247 -1.799 0.594 0.3 -0.2 -0.3
F -1.072 -2.461 -1.117 -0.1 0.2 0.3
S 0.465 0.773 1.760 0.0 0.0 -0.4
H 1.222 2.188 -2.026 0.2 1.1 -1.2
H 2.127 1.678 -0.610 2.7 -0.3 0.2
H 0.857 2.649 -0.302 -1.1 1.4 0.5
H 1.000 -1.116 -1.844 0.2 -0.2 -0.5
H 1.113 0.442 -2.853 0.7 -0.3 -0.3
H -0.442 -0.132 -2.436 -0.1 -1.1 -0.8
H -1.086 -0.940 2.332 0.0 0.2 1.1
H -1.650 0.791 2.694 -0.1 -0.9 0.2
H -0.414 0.169 3.820 -0.7 -1.1 -0.8
```
Forces are in eV/Å.

(4)
This record from the OMol25 dataset describes a 2-piece molecular cluster, C2H4BrNO2 overall. The level of theory is wB97M-V/def2-TZVPD.

## Properties
- largest force on an atom (eV/A) = 6.10
- total energy (eV) = -77760.3334
- relative energy (zero: lowest compared OMol25 entry of this formula, charge and spin) (kJ/mol) = 578.3
- highest occupied orbital energy (eV) = -10.2
- net charge = 0
- LUMO level (eV) = -0.97

XYZ file:
```
10
Properties=species:S:1:pos:R:3:forces:R:3
C -0.846 -0.565 0.695 2.3 -2.4 -3.8
C 0.276 0.287 0.253 -1.8 5.8 0.3
N 0.657 0.280 -1.163 -2.4 -1.9 -0.6
O -0.303 0.089 -1.921 1.0 0.5 0.3
O 1.804 0.318 -1.460 1.2 0.5 -0.6
Br 1.720 0.211 1.405 0.8 0.2 0.5
H -0.284 -1.533 0.340 -1.7 0.6 1.1
H -1.718 -0.473 0.082 -0.5 0.2 -0.1
H -0.987 -0.554 1.712 -0.3 0.0 2.2
H -0.318 1.941 0.058 1.4 -3.5 0.8
```
Forces are in eV/Å.

(5)
This record from the OMol25 dataset describes C2H7BO3 in the gas phase. The level of theory is wB97M-V/def2-TZVPD.

## Properties
- largest force on an atom (eV/A) = 5.12
- total energy (eV) = -9007.4505
- relative energy (zero: lowest compared OMol25 entry of this formula, charge and spin) (kJ/mol) = 263.9
- highest occupied orbital energy (eV) = -10.1
- net charge = 0
- SMILES = C[C@H](O)B(O)O
- LUMO level (eV) = 0.14

XYZ file:
```
13
Properties=species:S:1:pos:R:3:forces:R:3
B -1.026 -0.003 -0.105 1.3 -1.1 2.3
C 1.454 -0.776 0.303 2.1 -0.2 -1.8
C 0.519 -0.064 -0.588 -0.3 3.9 -1.7
O -1.227 -0.318 1.255 1.6 0.1 -1.3
O -2.031 0.279 -0.898 -3.1 1.1 -2.4
O 0.961 1.608 -0.579 0.9 -4.5 -2.3
H 1.373 -1.833 0.161 -0.2 -0.9 -0.5
H 2.512 -0.524 0.068 -0.7 -0.1 0.0
H 1.336 -0.686 1.328 -0.7 0.9 2.0
H 0.703 -0.186 -1.727 -0.4 -0.2 2.1
H -2.036 0.046 1.552 -1.4 0.3 0.6
H -3.027 0.397 -0.829 2.5 -0.4 0.5
H 0.488 2.058 0.058 -1.7 1.2 2.3
```
Forces are in eV/Å.